# 1
{
  "formula": "N2O2",
  "method": "the ωB97M-V functional and the def2-TZVPD basis",
  "homo_ev": -11.0115,
  "spin_multiplicity": 1,
  "symbols": ["N", "N", "O", "O"],
  "coordinates": [[0.2251, 0.0257, 0.0056], [-0.5913, -0.8908, 0.0796], [1.3141, 0.4077, -0.0700], [-0.9938, 0.6328, 0.0000]],
  "lowdin_charge": [-0.463, 0.256, 0.174, 0.034]
}

=====

# 2
{
  "formula": "N2O3",
  "method": "the ωB97M-V functional and the def2-TZVPD basis",
  "homo_ev": -11.1382,
  "spin_multiplicity": 1,
  "symbols": ["O", "O", "N", "O", "N"],
  "coordinates": [[-0.6256, -1.1922, -0.0264], [-1.3221, 0.8865, -0.1060], [0.7763, 0.2117, 0.4494], [1.6826, 0.0965, -0.3039], [-0.5112, -0.0026, -0.0131]],
  "lowdin_charge": [0.135, 0.134, 0.059, 0.125, -0.452]
}

=====

Calculated frontier orbital gap in order - 11.261; 9.566 eV
Calculated relative energy (zero: lowest compared OMol25 entry of this formula, charge and spin) in order - 57.6; 16.7 kcal/mol
Calculated LUMO level in order - 0.250; -1.572 eV